Density functional theory data (ωB97M-V with the def2-TZVPD basis set) for C5H6ClFO in the gas phase in a non-equilibrium geometry.

Bonds (Å) are listed after each position.
CARTESIAN COORDINATES (ANGSTROEM)
1 Cl 2.959 -0.299 0.119  C7 1.774
2 F -1.325 0.477 -1.093  C8 1.372
3 O 0.568 -1.785 -0.950  C4 1.387, H12 1.000
4 C 0.374 -0.816 0.025  O3 1.387, C7 1.490, C8 1.550, H13 1.072
5 C 1.138 1.647 -0.293  C7 1.346, H9 1.073, H14 1.070
6 C -2.022 -0.349 0.945  C8 1.317, H10 1.138, H11 1.083
7 C 1.309 0.343 -0.005  Cl1 1.774, C4 1.490, C5 1.346
8 C -1.062 -0.232 0.051  F2 1.372, C4 1.550, C6 1.317
9 H 0.168 2.086 -0.422  C5 1.073
10 H -1.870 -0.890 1.934  C6 1.138
11 H -2.988 0.111 0.776  C6 1.083
12 H 0.326 -1.410 -1.844  O3 1.000
13 H 0.527 -1.281 0.979  C4 1.072
14 H 1.898 2.398 -0.221  C5 1.070

Values from the calculation:
Calculated total energy = -829.35526 Eh
ΔE to the lowest compared entry with this formula, charge and spin = 1.0035 eV
SMILES string = C=C(F)[C@@H](O)C(=C)Cl
Orbital gap = 10.53 eV
Spin multiplicity = 1